Entry from the OMol25 dataset: a 9-piece molecular cluster, C40H83N3O10S8 overall in a non-equilibrium geometry (ωB97M-V/def2-TZVPD).

Positions of all 144 atoms, in Å:
C 3.73 2.21 3.35
C 4.03 2.11 1.76
O 5.12 1.53 1.45
O 3.14 2.66 0.78
C 3.49 2.09 -0.52
C 2.47 2.44 -1.71
C 1.60 3.77 -1.48
C 0.35 3.85 -2.53
C -0.73 2.77 -2.01
C -2.13 2.78 -2.80
C -3.19 1.68 -2.31
C -2.50 0.22 -2.44
N -1.99 -0.88 -2.54
C -3.78 1.94 -0.80
C -2.72 1.23 0.18
N -1.90 0.80 0.96
C -5.25 1.29 -0.78
C -5.31 -0.30 -0.57
C -5.99 -0.78 0.82
C -5.12 -1.92 1.60
N -3.70 -1.53 1.82
C -3.79 3.50 -0.43
C -4.47 3.86 0.97
C -4.79 2.89 2.14
C -5.44 3.41 3.47
C -5.79 4.93 3.70
C -5.45 5.93 2.55
C -5.69 7.53 2.62
C -4.82 5.39 1.21
H 4.67 2.68 3.84
H 2.78 2.79 3.61
H 3.71 1.12 3.75
H 4.55 2.39 -0.88
H 3.45 0.94 -0.37
H 3.12 2.64 -2.66
H 1.87 1.50 -1.93
H 1.10 3.68 -0.44
H 2.21 4.74 -1.45
H 0.69 3.69 -3.62
H -0.15 4.89 -2.44
H -0.90 2.99 -0.88
H -0.25 1.71 -2.03
H -1.87 2.52 -3.90
H -2.59 3.85 -2.87
H -4.04 1.67 -3.11
H -5.74 1.50 -1.81
H -5.97 1.76 -0.01
H -4.30 -0.85 -0.66
H -5.98 -0.74 -1.41
H -6.99 -1.31 0.56
H -6.28 0.10 1.50
H -5.10 -2.92 1.01
H -5.57 -2.10 2.66
H -3.04 -2.13 1.31
H -3.44 -1.49 2.81
H -2.74 3.99 -0.42
H -4.38 4.05 -1.26
H -4.57 1.78 2.05
H -5.68 2.71 4.35
H -6.28 5.28 4.68
H -4.72 8.00 2.18
H -5.73 7.91 3.71
H -6.57 7.89 1.99
H -4.60 6.14 0.37
C 0.43 -2.79 -0.59
S 1.36 -1.43 0.15
O 1.91 -0.60 -0.97
C 2.71 -2.45 0.77
H -0.46 -2.37 -1.08
H 1.04 -3.30 -1.33
H 0.11 -3.48 0.19
H 3.18 -2.99 -0.05
H 2.32 -3.16 1.51
H 3.45 -1.80 1.25
C 5.98 4.81 -6.04
S 5.00 3.80 -4.91
O 3.70 4.51 -4.68
C 6.04 4.09 -3.46
H 5.49 4.80 -7.02
H 6.04 5.83 -5.67
H 6.98 4.38 -6.14
H 6.10 5.16 -3.25
H 7.04 3.69 -3.64
H 5.59 3.58 -2.60
C 4.72 -4.26 -4.75
S 5.58 -3.79 -3.23
O 5.54 -4.97 -2.31
C 4.33 -2.62 -2.67
H 5.31 -5.02 -5.26
H 3.74 -4.66 -4.51
H 4.62 -3.39 -5.40
H 3.36 -3.12 -2.56
H 4.24 -1.80 -3.39
H 4.64 -2.22 -1.70
C 4.32 -7.47 -1.14
S 4.46 -8.26 -2.76
O 3.15 -8.09 -3.46
C 4.52 -9.96 -2.14
H 4.23 -6.40 -1.29
H 3.44 -7.85 -0.62
H 5.22 -7.68 -0.56
H 3.63 -10.17 -1.55
H 5.42 -10.08 -1.52
H 4.57 -10.64 -2.99
C -5.86 -6.43 2.25
S -7.45 -5.57 2.25
O -7.17 -4.12 2.48
C -8.03 -6.26 3.81
H -5.30 -6.11 1.37
H -5.30 -6.17 3.15
H -6.03 -7.50 2.21
H -7.33 -6.01 4.62
H -8.13 -7.34 3.72
H -9.01 -5.83 4.04
C -2.05 -8.84 3.21
S -3.44 -9.53 4.13
O -4.63 -8.66 3.88
C -2.80 -9.11 5.77
H -2.25 -8.96 2.15
H -1.94 -7.78 3.45
H -1.13 -9.38 3.47
H -2.65 -8.03 5.84
H -1.86 -9.64 5.94
H -3.54 -9.42 6.52
C -2.29 7.83 5.17
S -3.67 7.12 6.09
O -4.87 7.98 5.84
C -3.04 7.53 7.73
H -2.49 7.72 4.10
H -2.19 8.89 5.41
H -1.37 7.30 5.42
H -2.89 8.61 7.81
H -2.09 7.01 7.90
H -3.76 7.21 8.47
C 10.33 3.04 -6.65
S 9.35 2.03 -5.51
O 8.06 2.74 -5.28
C 10.39 2.32 -4.06
H 9.84 3.03 -7.62
H 10.40 4.06 -6.28
H 11.33 2.61 -6.75
H 10.45 3.39 -3.86
H 11.39 1.92 -4.25
H 9.95 1.81 -3.21

The net charge is 0. Its frontier orbital gap is 8.4 eV. The LUMO energy is 0.2 eV. The HOMO energy comes out at -8.2 eV. The calculation puts the energy above the lowest of the compared OMol25 structures with the same formula, charge and spin at 903.25 kJ/mol.


Entry from the OMol25 dataset: the molecule C5H11NO2 in a non-equilibrium geometry (ωB97M-V/def2-TZVPD).

Positions of all 19 atoms, in Å:
C 1.77 0.25 0.81
C 0.89 -0.64 0.02
O 0.32 -1.57 0.86
C -0.27 0.18 -0.70
C -0.61 -0.77 -1.88
N -1.35 0.42 0.35
C -1.25 1.37 1.35
O -2.24 1.78 1.93
H 1.35 1.14 1.22
H 2.57 0.77 0.21
H 2.31 -0.41 1.66
H 1.47 -1.26 -0.71
H -0.54 -1.27 1.10
H 0.08 1.05 -1.15
H 0.26 -0.75 -2.57
H -0.99 -1.69 -1.47
H -1.47 -0.46 -2.48
H -2.19 0.36 -0.27
H -0.12 1.49 1.71

The SMILES is C[C@@H](O)[C@@H](C)NC=O. The net charge is 0. Its frontier orbital gap is 11.0 eV. The LUMO energy is 0.8 eV. The HOMO energy comes out at -10.2 eV. The calculation puts the energy above the lowest of the compared OMol25 structures with the same formula, charge and spin at 216.46 kJ/mol.


Entry from the OMol25 dataset: a 2-piece molecular cluster, C3H8NO overall (ωB97M-V/def2-TZVPD).

Positions of all 13 atoms, in Å:
C 0.69 2.29 0.90
O 1.22 1.54 -0.15
H -0.26 2.77 0.63
H 1.44 3.01 1.21
H 0.44 1.65 1.75
C -0.49 -2.48 -1.07
C -0.95 -1.25 -0.64
N -0.59 -0.57 0.46
H 0.41 -2.83 -0.59
H -0.91 -2.96 -1.93
H -1.62 -0.68 -1.29
H -0.03 -1.23 1.00
H 0.65 0.74 -0.28

The net charge is -1. Its frontier orbital gap is 6.2 eV. The LUMO energy is 4.3 eV. The HOMO energy comes out at -1.9 eV. The calculation puts the energy above the lowest of the compared OMol25 structures with the same formula, charge and spin at 55.05 kJ/mol.


Entry from the OMol25 dataset: the molecule C4H8BN in a non-equilibrium geometry (ωB97M-V/def2-TZVPD).

Positions of all 14 atoms, in Å:
B -0.96 0.91 -0.15
C -2.31 0.26 -0.47
C 0.11 -1.45 0.20
C 1.64 0.58 0.05
C 0.23 0.00 0.01
N -3.29 -0.29 -0.70
H -0.69 1.95 -0.74
H 0.78 -2.11 0.87
H -0.15 -1.82 -0.86
H -0.83 -1.52 0.71
H 1.96 0.83 -0.89
H 1.83 1.56 0.39
H 2.39 -0.02 0.57
H -0.71 1.11 1.01

The net charge is 0. Its frontier orbital gap is 10.3 eV. The LUMO energy is -0.5 eV. The HOMO energy comes out at -10.8 eV. The calculation puts the energy above the lowest of the compared OMol25 structures with the same formula, charge and spin at 266.83 kJ/mol.


Entry from the OMol25 dataset: the molecule C4H5NO in a non-equilibrium geometry (ωB97M-V/def2-TZVPD).

Positions of all 11 atoms, in Å:
N 2.12 -0.23 -0.31
C 0.68 0.02 0.03
C -0.22 0.98 -0.01
C -1.49 0.41 -0.14
C -1.37 -0.91 -0.15
O -0.02 -1.22 0.00
H 2.79 0.56 0.12
H 2.11 -0.90 0.64
H -0.13 2.08 -0.04
H -2.46 1.04 -0.01
H -2.01 -1.83 -0.13

The SMILES is Nc1ccco1. The net charge is 0. Its frontier orbital gap is 9.4 eV. The LUMO energy is 0.9 eV. The HOMO energy comes out at -8.5 eV. The calculation puts the energy above the lowest of the compared OMol25 structures with the same formula, charge and spin at 223.00 kJ/mol.


Entry from the OMol25 dataset: an isolated ion of composition C6H9O and charge +1 in a non-equilibrium geometry (ωB97M-V/def2-TZVPD).

Positions of all 16 atoms, in Å:
C 1.38 0.33 -1.01
C -0.08 -1.15 0.34
C -0.40 1.12 0.77
C 0.70 0.21 0.30
C -1.61 0.24 -1.04
C -1.51 -0.83 -0.06
O -1.64 0.57 0.29
H 1.61 1.41 -1.31
H 2.18 -0.46 -1.31
H 0.62 -1.87 -0.13
H -0.18 -1.56 1.34
H -0.45 1.11 1.93
H -0.40 2.11 0.47
H 1.43 0.20 1.00
H 0.59 0.11 -1.74
H -2.25 -1.53 0.15

The net charge is +1. Its frontier orbital gap is 9.6 eV. The LUMO energy is -6.3 eV. The HOMO energy comes out at -15.9 eV. The calculation puts the energy above the lowest of the compared OMol25 structures with the same formula, charge and spin at 497.72 kJ/mol.


Entry from the OMol25 dataset: the molecule C5H11NOS in a non-equilibrium geometry (ωB97M-V/def2-TZVPD).

Positions of all 19 atoms, in Å:
C 2.55 -0.23 -1.09
C 1.37 0.61 -1.61
N 0.04 0.22 -1.04
C -0.31 0.87 0.12
O 0.47 1.57 0.71
C -1.70 0.46 0.64
C -1.48 -0.93 1.27
S -3.00 -1.42 2.23
H 3.19 -0.65 -1.88
H 3.22 0.48 -0.62
H 2.22 -0.97 -0.37
H 1.51 1.62 -1.25
H 1.29 0.60 -2.70
H -0.39 -0.41 -1.69
H -1.90 1.15 1.46
H -2.42 0.47 -0.16
H -0.67 -0.85 2.00
H -1.29 -1.70 0.53
H -2.69 -0.89 3.43

The SMILES is CCNC(=O)CCS. The net charge is 0. Its frontier orbital gap is 9.9 eV. The LUMO energy is 0.8 eV. The HOMO energy comes out at -9.1 eV. The calculation puts the energy above the lowest of the compared OMol25 structures with the same formula, charge and spin at 93.69 kJ/mol.


Entry from the OMol25 dataset: an isolated ion of composition C3H2N3O4S and charge +1 in a non-equilibrium geometry (ωB97M-V/def2-TZVPD).

Positions of all 13 atoms, in Å:
N 2.59 0.21 -1.38
C 1.56 0.44 -0.96
C 0.19 0.53 -0.62
N -0.42 -0.16 0.42
C 0.30 -0.66 1.34
S -0.17 -1.78 2.68
O 0.73 -2.88 2.65
O -0.58 -1.12 3.85
N -0.74 1.12 -1.43
O -1.91 1.13 -1.19
O -0.33 1.80 -2.49
H -1.53 0.01 0.09
H 0.32 1.35 -2.97

The SMILES is N#C/C([NH+]=C=S(=O)=O)=[N+](/[O-])O. The net charge is +1. Its frontier orbital gap is 7.1 eV. The LUMO energy is -7.7 eV. The HOMO energy comes out at -14.8 eV.


Entry from the OMol25 dataset: the molecule C5H8N2 (ωB97M-V/def2-TZVPD).

Positions of all 15 atoms, in Å:
C -2.28 -0.32 0.22
C -0.86 -0.17 -0.31
C -0.27 1.20 -0.31
N 1.00 1.06 -0.08
C 1.33 -0.33 0.15
N 2.71 -0.55 0.42
C 0.24 -1.13 0.13
H -2.60 -1.35 0.08
H -2.33 -0.10 1.30
H -2.99 0.34 -0.29
H -0.71 2.18 -0.49
H 1.68 1.81 -0.05
H 2.75 -1.35 1.04
H 3.19 -0.84 -0.43
H -0.87 -0.39 -1.41

The net charge is 0. Its frontier orbital gap is 7.9 eV. The LUMO energy is 0.4 eV. The HOMO energy comes out at -7.4 eV. The calculation puts the energy above the lowest of the compared OMol25 structures with the same formula, charge and spin at 326.51 kJ/mol.


Entry from the OMol25 dataset: the molecule C8H12O in a non-equilibrium geometry (ωB97M-V/def2-TZVPD).

Positions of all 21 atoms, in Å:
C 1.18 1.95 2.17
C 0.57 0.94 1.99
C -0.23 -0.25 1.60
C -0.60 -0.14 0.07
C -1.64 1.00 0.01
C 0.56 0.37 -0.86
C 0.82 -0.86 -1.81
C 0.27 -1.96 -0.87
O -0.96 -1.39 -0.46
H 1.51 2.97 2.12
H 0.33 -1.16 1.83
H -1.18 -0.20 2.14
H -1.12 1.95 0.16
H -2.08 1.00 -0.99
H -2.42 0.93 0.79
H 1.53 0.56 -0.39
H 0.23 1.19 -1.51
H 0.14 -0.90 -2.66
H 1.89 -0.98 -2.00
H 1.00 -2.05 -0.03
H 0.22 -2.96 -1.30

The SMILES is C#CC[C@@]1(C)CCCO1. The net charge is 0. Its frontier orbital gap is 10.6 eV. The LUMO energy is 1.0 eV. The HOMO energy comes out at -9.7 eV. The calculation puts the energy above the lowest of the compared OMol25 structures with the same formula, charge and spin at 243.91 kJ/mol.


Entry from the OMol25 dataset: the molecule C13H16N4OS in a non-equilibrium geometry (ωB97M-V/def2-TZVPD).

Positions of all 35 atoms, in Å:
S -1.89 -3.98 0.01
C -2.29 -2.38 0.00
N -3.56 -1.91 0.00
N -3.60 -0.56 0.00
C -2.37 -0.15 0.00
C -2.09 1.32 0.00
C -1.39 1.83 -1.28
C 0.13 1.71 -1.24
C 0.69 2.39 0.00
C 0.12 1.72 1.25
C -1.40 1.83 1.27
N -1.50 -1.24 0.00
N -0.17 -1.08 0.01
C 0.65 -2.07 -0.01
C 2.06 -1.81 0.00
C 3.10 -2.71 -0.02
C 4.28 -1.94 0.00
C 3.88 -0.63 0.02
O 2.55 -0.55 0.02
H -4.39 -2.46 0.00
H -3.11 1.73 -0.01
H -1.79 1.29 -2.14
H -1.66 2.88 -1.39
H 0.43 0.67 -1.23
H 0.54 2.18 -2.14
H 1.77 2.32 0.00
H 0.42 3.45 0.00
H 0.42 0.67 1.24
H 0.53 2.19 2.15
H -1.80 1.30 2.14
H -1.66 2.89 1.38
H 0.37 -3.11 -0.02
H 3.02 -3.77 -0.03
H 5.29 -2.30 -0.01
H 4.43 0.28 0.03

The SMILES is S=c1[nH]nc(C2CCCCC2)n1/N=C/c1ccco1. The net charge is 0. Its frontier orbital gap is 8.0 eV. The LUMO energy is 0.0 eV. The HOMO energy comes out at -8.0 eV. The calculation puts the energy above the lowest of the compared OMol25 structures with the same formula, charge and spin at 253.11 kJ/mol.


Entry from the OMol25 dataset: the molecule C2H3BrO3S in a non-equilibrium geometry (ωB97M-V/def2-TZVPD).

Positions of all 10 atoms, in Å:
C -0.03 0.82 -0.31
C 1.00 0.19 0.50
O -1.68 -1.58 -1.18
O -1.31 0.59 0.18
O -0.18 -1.51 0.82
S -1.56 -1.26 0.21
Br 2.61 -0.43 -0.11
H 0.18 1.86 -0.15
H 0.00 0.66 -1.46
H 0.98 0.66 1.50

The net charge is 0. Its frontier orbital gap (alpha / beta) is 8.6 / 8.6 eV. The LUMO energy (alpha / beta) is -1.4 / -1.4 eV. The HOMO energy (alpha / beta) comes out at -9.9 / -9.9 eV. The calculation puts the energy above the lowest of the compared OMol25 structures with the same formula, charge and spin at 172.50 kJ/mol.


Entry from the OMol25 dataset: H8NaO8S as an isolated structure in a non-equilibrium geometry (ωB97M-V/def2-TZVPD).

Positions of all 18 atoms, in Å:
Na 18.39 0.76 1.95
S 17.66 -2.48 0.92
O 18.52 -1.49 1.59
O 17.33 -3.55 1.90
O 16.49 -1.78 0.39
O 18.46 -3.02 -0.16
O 15.87 0.55 1.30
H 15.45 1.17 0.70
H 16.02 -0.23 0.76
O 19.21 0.27 4.11
H 18.67 0.21 4.90
H 20.11 0.28 4.44
O 18.93 1.63 -0.27
H 18.27 1.85 -0.93
H 19.30 2.47 -0.01
O 17.12 3.02 2.70
H 17.26 3.81 3.22
H 16.45 2.52 3.18

The net charge is -1. Its frontier orbital gap is 3.9 eV. The LUMO energy is 1.4 eV. The HOMO energy comes out at -2.5 eV. The calculation puts the energy above the lowest of the compared OMol25 structures with the same formula, charge and spin at 0.00 kJ/mol.


Entry from the OMol25 dataset: C33H38Ge2N4O3Zr as an isolated structure in a non-equilibrium geometry (ωB97M-V/def2-TZVPD).

Positions of all 81 atoms, in Å:
Zr -0.61 0.26 -0.69
C 6.46 -7.17 -2.26
O 5.21 -6.47 -2.28
C 4.50 -6.41 -1.16
C 3.26 -5.74 -1.26
C 2.48 -5.57 -0.15
C 2.90 -6.06 1.09
C 4.07 -6.81 1.17
C 4.88 -6.97 0.06
N 2.20 -5.94 2.32
N 1.44 -4.99 2.55
C 1.43 -3.77 1.85
C 2.53 -2.96 1.74
C 2.42 -1.67 1.19
C 1.22 -1.19 0.76
O 1.08 0.07 0.15
C 0.07 -1.98 0.87
N -1.14 -1.49 0.40
C -2.22 -2.28 0.43
C -2.20 -3.55 0.99
C -1.02 -4.03 1.50
C 0.16 -3.27 1.44
H 6.86 -7.08 -3.26
H 6.31 -8.22 -2.02
H 7.15 -6.71 -1.55
H 2.94 -5.40 -2.24
H 1.51 -5.10 -0.26
H 4.35 -7.23 2.12
H 5.80 -7.54 0.14
H 3.50 -3.33 2.06
H 3.30 -1.05 1.09
H -3.13 -1.87 0.02
H -3.11 -4.14 1.00
H -0.98 -5.01 1.96
C -2.54 1.55 3.57
C -1.95 0.84 2.34
Ge -0.82 2.17 1.41
C 0.94 2.31 2.21
C 0.96 3.38 3.30
C -1.71 3.88 1.35
C -1.98 4.26 0.09
Ge -1.38 2.84 -1.05
C -2.64 1.52 -1.94
C -3.66 2.25 -2.82
C 0.34 2.68 -2.05
C 0.46 3.68 -3.21
C -2.62 5.47 -0.45
C -2.73 5.65 -1.82
C -3.33 6.79 -2.35
C -3.82 7.76 -1.49
C -3.71 7.59 -0.11
C -3.11 6.46 0.41
H -3.11 0.84 4.16
H -3.20 2.37 3.28
H -1.76 1.96 4.21
H -2.76 0.46 1.70
H -1.34 -0.01 2.62
H 1.67 2.53 1.42
H 1.19 1.32 2.60
H 0.76 4.38 2.89
H 1.95 3.42 3.77
H 0.23 3.19 4.08
H -1.94 4.51 2.20
H -3.17 0.95 -1.16
H -2.06 0.84 -2.57
H -4.26 2.94 -2.25
H -4.32 1.52 -3.29
H -3.16 2.81 -3.62
H 0.43 1.66 -2.47
H 1.14 2.83 -1.32
H -0.31 3.52 -3.96
H 1.43 3.58 -3.69
H 0.37 4.71 -2.84
H -2.34 4.90 -2.51
H -3.42 6.92 -3.42
H -4.29 8.65 -1.89
H -4.09 8.35 0.56
H -3.03 6.34 1.48
O -0.29 -3.15 -2.29
C -0.32 -1.99 -2.38
N -0.37 -0.77 -2.46

The net charge is +2. Its frontier orbital gap is 5.3 eV. The LUMO energy is -7.1 eV. The HOMO energy comes out at -12.4 eV. The calculation puts the energy above the lowest of the compared OMol25 structures with the same formula, charge and spin at 16.57 kJ/mol.


Entry from the OMol25 dataset: the molecule C6H13N in a non-equilibrium geometry (ωB97M-V/def2-TZVPD).

Positions of all 20 atoms, in Å:
C -1.67 -0.70 -0.45
C -0.38 -0.44 -0.51
C 0.54 -0.40 0.70
C -0.15 0.17 1.96
C -0.33 1.68 1.90
N 0.25 0.14 -1.66
C 1.49 -0.56 -2.04
H -2.29 -0.61 -1.34
H -2.13 -0.94 0.49
H 0.91 -1.43 0.86
H 1.50 0.10 0.66
H 0.47 -0.09 2.83
H -1.08 -0.34 2.21
H -0.69 1.95 0.90
H -0.82 2.05 2.80
H 0.64 2.20 1.98
H -0.36 0.04 -2.47
H 2.24 -0.67 -1.26
H 1.90 -0.10 -2.93
H 1.28 -1.59 -2.36

The SMILES is C=C(CCC)NC. The net charge is 0. Its frontier orbital gap is 9.5 eV. The LUMO energy is 1.1 eV. The HOMO energy comes out at -8.4 eV. The calculation puts the energy above the lowest of the compared OMol25 structures with the same formula, charge and spin at 97.28 kJ/mol.